Record 1
# C4H10N4S

The ion C4H10N4S with charge +2 at a distorted geometry (ωB97M-V with the def2-TZVPD basis set, the OMol25 dataset).

XYZ file:
```
19
Properties=species:S:1:pos:R:3:forces:R:3
C -1.004284 1.066257 2.175850 -0.4 4.3 1.4
C -1.419536 2.344250 1.419894 -1.3 -1.8 0.0
C 0.778716 -1.205959 0.215030 -1.1 -0.1 -1.6
C -0.314412 1.283291 -0.818362 -0.2 -0.3 1.3
N -0.422145 0.070264 1.722988 0.9 -1.5 0.2
N -0.399307 -0.443528 0.605554 -0.6 -0.4 -2.9
N 0.520440 -1.937013 -1.165594 1.9 -2.4 1.7
N 1.316208 -1.375751 -2.223012 1.8 0.5 1.1
S -0.668538 2.707883 -0.210744 0.2 0.3 0.9
H -1.016024 1.212765 3.262586 -0.2 -0.5 -0.3
H -2.449481 2.135057 1.056640 0.2 0.1 0.4
H -1.505846 3.201085 2.105444 0.5 -0.2 -0.5
H 1.576635 -0.539010 0.074988 1.4 0.5 -0.3
H 0.998262 -1.980403 0.907843 0.1 -0.5 0.9
H 0.178937 1.514329 -1.741931 0.4 -0.7 -1.0
H 0.551177 -3.045002 -1.012489 0.3 2.6 -0.4
H -0.354820 -1.739890 -1.509451 -3.4 0.5 -0.3
H 2.254679 -1.311464 -1.806765 -0.2 0.0 -0.8
H 1.379339 -1.957161 -3.058467 -0.4 -0.3 0.3
```
Positions in Å, forces in eV/Å.

Relative energy (zero: lowest compared OMol25 entry of this formula, charge and spin): 5.9945 eV
Orbital gap (spin up / spin down): 8.25 / 8.24 eV
HOMO energy (spin up / spin down): -17.79 / -17.78 eV
Net charge: +2

---

Record 2
# C4H10N5O

The ion C4H10N5O with charge +1 at a distorted geometry (ωB97M-V with the def2-TZVPD basis set, the OMol25 dataset).

XYZ file:
```
20
Properties=species:S:1:pos:R:3:forces:R:3
C 2.123913 -1.318222 2.036125 -0.4 0.4 -0.1
C -0.340608 -0.021046 -2.397958 0.0 0.2 -0.1
C -0.192981 0.799876 -1.161620 -0.3 -1.6 2.9
C -0.626943 -0.180067 0.362630 0.2 1.1 -3.9
N 2.132514 -2.155306 0.989728 1.0 -0.6 0.3
N 1.109133 -0.473735 1.959730 0.2 0.0 0.2
N 1.134789 -1.857921 0.252582 -1.1 0.0 -1.1
N 0.518170 -0.855544 0.834390 0.8 -0.1 1.2
N -1.029816 0.828416 1.340473 0.1 0.3 0.3
O -0.992498 1.915473 -1.028626 -0.4 0.5 -0.4
H 2.836042 -1.337761 2.831448 0.2 0.0 0.2
H -1.381371 -0.261308 -2.601486 -0.1 -0.1 0.0
H 0.235512 -0.937837 -2.318426 0.0 -0.1 0.0
H 0.054904 0.551844 -3.237843 0.0 0.0 -0.1
H 0.838510 1.089665 -0.948005 0.0 -0.1 0.0
H -1.413234 -0.874168 0.065723 0.0 0.1 0.3
H -1.176682 1.716852 0.795238 0.0 -0.4 0.3
H -0.216162 0.891896 2.001256 -0.4 0.2 -0.1
H -1.874034 0.589722 1.872906 0.2 0.1 -0.1
H -1.739158 1.889172 -1.648266 0.2 0.0 0.1
```
Positions in Å, forces in eV/Å.

Relative energy (zero: lowest compared OMol25 entry of this formula, charge and spin): 2.5031 eV
Structure (SMILES): C[C@@H](O)[C@H]([NH3+])n1ncnn1
Orbital gap: 10.80 eV
HOMO energy: -14.16 eV
Net charge: +1

---

Record 3
# C4H10NO

A structure of composition C4H10NO at a distorted geometry (ωB97M-V with the def2-TZVPD basis set, the OMol25 dataset).

XYZ file:
```
16
Properties=species:S:1:pos:R:3:forces:R:3
C -3.931728 -0.595937 -0.413093 -1.1 1.8 -1.9
O -5.131904 -0.217918 0.028298 -0.5 -0.6 0.0
C -2.942009 0.532459 -0.102955 1.1 0.0 0.2
C 4.386253 0.018573 -1.033411 -0.7 -0.4 1.9
C 4.548453 0.229918 0.290429 2.2 -0.3 2.7
N 3.405538 0.045961 1.327711 2.2 3.5 -2.2
H -3.883481 -0.766861 -1.642535 0.1 0.2 1.6
H -3.570389 -1.544794 -0.036396 0.6 -0.8 0.5
H 5.226746 -0.229786 -1.621864 0.7 0.7 -1.1
H -3.183921 1.497803 -0.568637 -0.5 -0.3 0.1
H -2.853961 0.674769 0.991674 -0.2 0.0 -0.4
H 3.340113 -0.117946 -1.362232 0.8 -0.6 -0.1
H 5.309696 0.790557 0.943812 -0.1 -1.4 -2.0
H 3.269718 0.599077 0.395867 -4.3 -0.3 2.0
H 3.137226 -0.897873 1.408558 -0.7 -1.3 -1.2
H -1.941087 0.306592 -0.474420 0.5 -0.2 -0.1
```
Positions in Å, forces in eV/Å.

Relative energy (zero: lowest compared OMol25 entry of this formula, charge and spin): 4.8849 eV
Orbital gap: 4.59 eV
HOMO energy: -1.91 eV
Net charge: -1

---

Record 4
# C4H10NO

The ion C4H10NO with charge -1 at a distorted geometry (ωB97M-V with the def2-TZVPD basis set, the OMol25 dataset).

XYZ file:
```
16
Properties=species:S:1:pos:R:3:forces:R:3
C 0.213689 -0.969069 -1.219782 -0.1 0.2 0.7
C 0.623420 0.233893 -0.355802 0.4 0.3 -1.4
C -0.384520 0.605534 0.689485 -0.1 -1.3 0.9
C -0.680191 -0.627826 1.747427 0.2 1.0 -0.4
O -0.049140 -1.763432 1.532808 0.2 -0.6 -0.1
N 0.940742 1.374548 -1.304507 -0.4 -0.2 0.1
H -0.374163 -0.646296 -2.070066 -0.3 0.1 -0.4
H -0.333178 -1.667259 -0.590967 -0.1 -0.1 0.0
H 1.088288 -1.493256 -1.572278 0.4 -0.1 -0.3
H 1.587783 -0.029610 0.047118 0.1 -0.1 0.8
H -1.345371 0.835435 0.221528 0.1 0.4 -0.1
H -0.015854 1.408943 1.333030 -0.1 0.4 -0.4
H -1.795670 -0.666683 1.733737 -0.3 -0.2 0.1
H -0.432139 -0.148489 2.720931 0.0 0.1 0.4
H 0.692588 2.248993 -0.850877 0.1 0.0 0.1
H 0.263715 1.304576 -2.061783 0.1 0.1 0.0
```
Positions in Å, forces in eV/Å.

Relative energy (zero: lowest compared OMol25 entry of this formula, charge and spin): 0.6009 eV
Structure (SMILES): C[C@@H](N)CC[O-]
Orbital gap: 6.77 eV
HOMO energy: -2.31 eV
Net charge: -1

---

Record 5
# C4H10NO

The ion C4H10NO with charge -1 at a distorted geometry (ωB97M-V with the def2-TZVPD basis set, the OMol25 dataset).

XYZ file:
```
16
Properties=species:S:1:pos:R:3:forces:R:3
C -1.088600 1.797902 -0.028840 3.6 1.0 -3.4
N -1.388149 0.560429 -0.770740 3.1 -4.1 0.6
C -0.950620 -0.649888 0.249987 -1.7 -0.6 -0.9
C 0.407938 -1.255778 -0.106666 1.4 0.1 0.2
C 1.762500 -0.455304 0.264302 0.3 -2.4 -1.8
O 2.912660 -1.100675 -0.270106 -2.3 1.4 1.2
H -1.369895 1.880326 0.987263 -1.2 -0.3 0.8
H 0.081263 1.725380 0.037381 -1.8 1.3 0.1
H -1.427307 2.713805 -0.685217 0.7 -1.5 1.5
H -0.471128 0.218394 -1.476132 -3.4 2.4 2.1
H -1.017893 -0.386410 1.344246 0.1 0.3 -1.1
H -1.711676 -1.512735 0.113644 0.8 1.5 0.1
H 0.517846 -1.323120 -1.227599 -0.3 -0.8 1.0
H 0.543116 -2.211656 0.463092 -0.3 0.3 -1.0
H 1.701306 -0.487517 1.385886 0.3 1.0 -0.4
H 1.498641 0.486848 -0.280502 0.8 0.5 1.0
```
Positions in Å, forces in eV/Å.

Relative energy (zero: lowest compared OMol25 entry of this formula, charge and spin): 2.9107 eV
Structure (SMILES): CNCCC[O-]
Orbital gap: 6.42 eV
HOMO energy: -2.36 eV
Net charge: -1

---

Record 6
# C4H10NO

The ion C4H10NO with charge -1 at a distorted geometry (ωB97M-V with the def2-TZVPD basis set, the OMol25 dataset).

XYZ file:
```
16
Properties=species:S:1:pos:R:3:forces:R:3
C -1.025673 1.534748 -0.234813 0.4 -0.8 0.1
C -0.787316 0.535292 0.925824 -0.6 0.5 -0.6
N -0.733153 -0.842715 0.482711 -0.7 -0.3 0.6
C 0.610306 -1.364363 0.310328 0.1 -0.5 -0.2
C 1.435129 -0.578822 -0.727354 -0.3 0.1 -0.7
O 0.821708 -0.631377 -1.945935 0.2 0.0 0.4
H -0.476510 2.460865 -0.084682 -0.3 0.3 0.1
H -0.600380 1.070757 -1.132712 -0.2 0.1 -0.1
H -2.103848 1.686812 -0.330564 0.1 0.3 -0.3
H -1.622797 0.679266 1.630551 0.3 -0.1 0.2
H 0.147072 0.795767 1.399223 0.3 -0.1 0.4
H -1.232554 -0.936475 -0.392646 0.2 0.1 -0.1
H 1.036843 -1.530052 1.314834 0.3 0.4 -0.1
H 0.518232 -2.369718 -0.115891 -0.1 0.0 0.0
H 2.477224 -0.994599 -0.720581 0.0 0.0 0.1
H 1.535717 0.484614 -0.378294 0.2 -0.1 0.3
```
Positions in Å, forces in eV/Å.

Relative energy (zero: lowest compared OMol25 entry of this formula, charge and spin): 0.5885 eV
Structure (SMILES): CCNCC[O-]
Orbital gap: 6.70 eV
HOMO energy: -2.34 eV
Net charge: -1

---

Record 7
# C4H10NO

The ion C4H10NO with charge -1 at a distorted geometry (ωB97M-V with the def2-TZVPD basis set, the OMol25 dataset).

XYZ file:
```
16
Properties=species:S:1:pos:R:3:forces:R:3
C -1.160105 0.073387 -1.157742 0.5 0.1 0.1
C -0.218330 -0.815636 -0.348906 0.1 0.5 0.2
C 0.237022 -0.082956 0.898661 -0.4 -1.0 1.1
C 1.244342 1.076651 0.738682 -0.6 0.3 0.0
O 0.925425 1.938719 -0.242138 0.3 0.0 -0.2
N -0.821636 -2.111359 0.051743 0.2 0.0 -0.5
H -0.728759 1.078093 -1.108773 0.0 0.1 -0.1
H -1.220780 -0.242904 -2.199310 -0.3 -0.1 -0.1
H -2.137854 0.092146 -0.682569 -0.3 -0.1 0.0
H 0.685136 -1.011256 -0.932413 -0.1 -0.2 -0.2
H -0.664619 0.199812 1.468155 -0.1 0.6 -0.3
H 0.632038 -0.862861 1.572064 0.5 0.1 -0.1
H 1.260737 1.574946 1.743029 0.2 -0.1 0.2
H 2.249613 0.577979 0.671619 0.1 0.1 -0.3
H -1.485742 -1.930158 0.791780 -0.1 0.1 0.3
H -1.396880 -2.407671 -0.727922 -0.1 -0.3 -0.1
```
Positions in Å, forces in eV/Å.

Relative energy (zero: lowest compared OMol25 entry of this formula, charge and spin): 0.3027 eV
Structure (SMILES): C[C@H](N)CC[O-]
Orbital gap: 6.68 eV
HOMO energy: -2.32 eV
Net charge: -1